Record 1
Here is a 4-piece molecular cluster, C26H17FO15 overall in a non-equilibrium geometry from the Open Molecules 2025 dataset. Energies are from the ωB97M-V functional and the def2-TZVPD basis.

Last column: natural (NBO) charge in e.
Geometry (Å):
O -4.313 5.082 -2.129  -0.533
H 2.712 -1.003 3.455  0.249
C -1.123 5.841 -3.468  0.307
C -4.355 1.183 2.493  -0.376
C -0.253 5.170 -2.449  0.473
H 0.458 6.319 -4.309  0.506
H -4.031 1.553 -1.225  0.503
H -4.992 1.821 3.089  0.247
H -0.262 4.044 -0.583  0.247
C 1.341 -1.071 1.764  0.039
C 4.811 -1.131 1.179  -0.069
O 4.487 1.066 -0.955  -0.494
C 3.080 2.074 1.758  0.749
C 2.208 -0.271 2.824  -0.485
H -0.313 -3.995 -0.091  0.245
C 2.318 -6.402 -1.836  -0.375
O 2.180 -3.919 0.702  -0.558
C 2.721 -5.563 -0.876  0.313
O -2.103 -1.558 2.731  -0.552
O -1.308 -5.558 -1.960  -0.623
C -2.753 -0.681 2.188  0.477
O 3.767 2.498 0.615  -0.475
O 3.997 -5.494 -0.487  -0.626
F 1.168 -0.267 0.612  -0.387
C 3.093 0.571 1.929  -0.003
C 4.133 0.154 1.184  -0.150
C 5.862 -1.653 1.422  -0.114
C -3.440 0.547 0.215  0.391
C -2.717 -0.443 0.752  -0.411
H -3.055 -0.829 4.465  0.505
O -4.923 2.335 0.523  -0.551
H 3.000 -7.068 -2.346  0.247
C -3.105 5.142 -2.256  0.469
C -2.458 5.822 -3.372  -0.371
C 4.330 1.294 0.204  0.757
O -0.494 6.454 -4.473  -0.626
H -3.820 4.031 -0.366  0.518
O 2.886 2.825 2.660  -0.504
H -1.336 -6.239 -2.658  0.507
H 4.023 -4.816 0.215  0.506
C -0.901 4.510 -1.321  -0.374
H 1.460 0.370 3.308  0.241
C -4.301 1.438 1.059  0.473
H 1.807 -2.010 1.449  0.208
H 6.776 -2.186 1.600  0.243
O 0.491 -7.196 -3.090  -0.525
C -2.235 4.495 -1.223  0.309
C 0.366 -4.672 -0.591  -0.385
C 0.915 -6.444 -2.234  0.472
C -0.039 -5.509 -1.554  0.323
C -3.634 0.192 3.028  0.315
H -3.096 6.300 -4.102  0.243
O -3.659 -0.073 4.337  -0.625
H -2.091 -1.090 0.155  0.244
O -3.434 0.793 -1.095  -0.636
C 1.762 -4.649 -0.179  0.485
O -2.865 3.902 -0.203  -0.647
O 0.953 5.202 -2.595  -0.523
H 0.301 -1.234 2.112  0.187

Output
Lowest unoccupied orbital energy   -0.064 hartree
SMILES   C#CC1=C(CCF)C(=O)OC1=O.O=C1C=C(O)C(=O)C=C1O.O=C1C=C(O)C(=O)C=C1O.O=C1C=C(O)C(=O)C=C1O
HOMO-LUMO gap   7.89 eV
Molecular weight   588.4 g mol⁻¹

***

Record 2
Here is C28H69CoNO8 as an isolated structure in a non-equilibrium geometry from the Open Molecules 2025 dataset. Energies are from the ωB97M-V functional and the def2-TZVPD basis.

Last column: Mulliken spin population.
Geometry (Å):
H -2.369 31.686 -0.445  0.001
H -6.819 29.290 5.924  0.000
H -2.462 32.330 1.919  -0.002
H -5.130 32.378 7.539  0.000
H -1.615 28.996 9.766  0.000
H -0.870 28.801 3.987  0.004
H -1.935 31.070 5.188  0.001
H 1.485 23.153 6.714  0.000
H -1.642 27.284 9.898  0.000
C -7.942 30.402 7.744  0.000
H 4.396 27.778 3.854  0.000
H 2.546 25.163 8.542  0.000
C -1.802 28.235 3.997  -0.007
H -0.599 23.723 3.310  0.000
H 0.007 22.229 0.760  0.000
H -0.137 28.779 11.921  0.000
H -7.965 33.639 3.104  0.000
C -5.817 31.681 8.019  0.000
H -0.944 32.257 8.919  0.000
C 2.288 27.607 4.243  0.000
C -0.352 23.656 8.407  0.000
H -6.049 31.862 3.102  0.000
H -5.362 30.843 8.547  0.000
C -6.812 31.133 7.039  0.000
H -8.813 30.280 7.101  0.000
H -4.451 31.133 5.048  0.001
H 1.714 27.451 1.527  -0.001
C 3.012 26.724 3.159  0.000
C -6.049 30.038 6.116  0.000
H 0.491 29.944 7.080  0.000
H -1.950 30.366 7.296  0.000
C -1.371 31.251 7.032  0.001
H 0.878 26.985 9.722  0.000
H -1.186 23.825 7.726  0.000
C -1.471 23.641 2.662  0.002
H 1.825 24.831 6.097  0.000
H -2.180 24.368 3.058  0.000
H -0.198 22.577 8.420  0.000
H -1.853 30.684 1.644  0.006
H 0.254 24.155 5.945  0.000
H 1.211 27.457 4.155  0.000
C 1.120 24.174 6.606  0.000
O -2.258 27.950 2.645  0.170
H 1.209 29.640 9.812  0.000
C 0.536 28.060 11.453  0.000
H -2.423 22.812 0.645  0.000
O -3.546 29.995 -0.370  0.128
H 3.097 26.343 1.135  0.000
H 2.469 28.677 4.138  0.000
C -2.735 31.323 1.601  0.003
H -0.760 23.945 9.376  0.000
H -3.973 32.009 0.078  0.006
H 1.763 25.750 2.089  0.000
C 2.354 26.640 1.875  0.000
C -5.413 30.684 4.798  0.000
H -2.394 28.969 4.544  0.007
C -1.127 28.098 9.388  0.000
H -3.597 30.958 2.160  0.001
H -1.370 28.095 8.325  0.000
H 0.091 30.712 5.599  0.000
H -9.073 32.942 4.137  0.000
H 1.563 28.270 11.754  0.000
H -5.134 29.644 6.557  0.000
H -6.240 32.356 8.763  0.000
O -2.328 23.763 0.560  0.000
H -7.338 30.961 3.825  0.000
Co -2.914 28.235 0.767  2.687
H 3.342 25.747 3.512  0.000
C -1.208 24.054 1.183  0.004
O 1.945 24.535 8.950  0.000
O 1.191 28.864 9.246  0.000
H -1.035 25.129 1.237  -0.007
C -8.157 33.531 4.171  0.000
H -2.213 26.224 5.142  0.001
H 2.591 27.243 5.224  0.000
H -0.932 33.270 7.468  0.000
C -1.412 32.418 7.948  0.000
H -8.467 34.545 4.425  0.000
C -0.168 23.237 0.385  0.000
N -7.534 32.233 6.293  0.000
H -2.416 32.750 8.214  0.000
H -0.419 23.128 -0.671  0.000
C -1.496 27.000 4.875  0.006
O -2.084 31.688 5.908  0.000
H -5.912 34.631 5.834  0.000
H -5.088 29.803 4.244  -0.003
H -9.070 33.095 6.742  0.000
O -8.164 33.296 6.988  0.000
H -1.019 27.330 5.798  0.000
H 0.845 23.637 0.436  0.000
C -5.839 33.794 5.139  0.000
H 0.180 27.105 11.839  0.000
H -5.418 34.288 4.263  0.000
H -7.632 29.378 7.954  0.000
H -0.615 26.416 4.610  -0.002
C -7.000 32.750 4.961  0.000
H -4.912 33.318 5.458  0.000
C 0.091 30.874 6.677  0.000
C 0.791 24.611 8.004  0.000
H -8.341 31.003 8.561  0.000
H 0.776 31.671 6.967  0.000
H 0.394 25.592 8.264  0.000
C 0.395 27.947 9.892  0.000
H -1.910 22.645 2.718  0.000
O 4.142 27.492 2.973  0.000
C -3.182 31.262 0.144  -0.007
C -6.472 31.579 4.065  0.001

Output
Lowest unoccupied orbital energy (spin up / spin down)   -0.039 / -0.069 hartree
<S²>   3.76
HOMO-LUMO gap (spin up / spin down)   6.92 / 6.09 eV
Energy relative to the best compared isomer or geometry (same formula, charge and spin)   118.3 kcal/mol
Molecular weight   606.8 g mol⁻¹
Multiplicity   4

***

Record 3
Here is C10H22CuIO8 as an isolated structure in a non-equilibrium geometry from the Open Molecules 2025 dataset. Energies are from the ωB97M-V functional and the def2-TZVPD basis.

Last column: natural (NBO) charge in e.
Geometry (Å):
O -1.058 -1.944 -4.484  -0.490
C 2.683 1.416 -2.190  -0.613
C 2.411 2.141 5.926  -0.251
H 3.077 2.186 6.787  0.173
H -0.880 2.357 2.816  0.181
H -1.586 -2.689 2.041  0.082
O -1.067 -0.918 -2.479  -0.649
H 3.087 2.360 -1.825  0.178
C 1.918 0.832 3.860  0.963
H -3.855 0.487 -3.077  0.205
C -1.403 -2.202 1.083  -0.040
Cu -0.428 0.223 -0.621  0.801
O 2.601 0.980 5.039  -0.544
C 0.054 1.809 2.696  -0.293
O -2.867 -1.333 -3.755  -0.504
O 2.281 0.366 -0.056  -0.934
H 3.092 1.254 -3.187  0.144
O 2.125 -0.086 3.021  -0.519
H 1.488 1.867 6.439  0.184
C -3.748 -0.580 -2.883  -0.287
H -3.553 -2.006 0.972  0.161
H -0.201 0.853 2.239  0.245
H -3.404 -0.623 -1.849  0.230
O -0.131 -1.629 0.900  -0.934
C 2.853 0.269 -1.320  -0.066
C 0.361 -2.106 -4.562  -0.281
H 2.411 3.110 5.426  0.193
C -1.587 -1.342 -3.488  0.991
C -2.698 -1.336 1.065  -0.636
I -1.629 2.892 -0.849  -0.920
H -2.858 -0.783 1.991  0.181
H 0.488 2.428 1.910  0.214
H 3.929 0.101 -1.260  0.073
H -2.807 -0.651 0.225  0.179
H 0.936 -1.201 -4.760  0.198
H 0.755 -2.473 -3.615  0.221
H 1.624 1.528 -2.427  0.192
H 2.351 -0.558 -1.822  0.089
H -1.587 -2.985 0.347  0.080
H -4.759 -0.971 -2.772  0.179
H 0.751 -2.701 -5.388  0.183
O 0.828 1.658 3.886  -0.556

Output
Lowest unoccupied orbital energy   0.172 hartree
Charge   -2
HOMO-LUMO gap   4.47 eV
Energy relative to the best compared isomer or geometry (same formula, charge and spin)   64.8 kcal/mol
Molecular weight   460.7 g mol⁻¹

***

Record 4
Here is a 6-piece molecular cluster, C24H60O6 overall in a non-equilibrium geometry from the Open Molecules 2025 dataset. Energies are from the ωB97M-V functional and the def2-TZVPD basis.

Last column: Löwdin charge in e.
Geometry (Å):
H 11.202 5.420 7.615  0.078
C 19.835 6.421 14.905  -0.290
H 13.447 7.514 12.778  0.067
H 11.258 7.307 16.299  0.058
H 15.377 9.735 14.147  0.086
O 10.665 4.987 14.776  -0.183
C 14.518 13.799 16.195  -0.273
C 20.945 5.510 14.591  -0.084
H 18.928 11.250 16.317  0.103
H 14.192 13.533 17.234  0.111
H 15.281 10.252 18.847  0.080
H 14.564 5.711 13.719  0.078
H 16.438 14.596 16.509  0.080
C 11.406 6.152 8.403  -0.091
H 13.560 7.221 15.168  0.088
H 9.143 4.006 13.927  0.120
H 8.989 5.317 15.876  0.122
H 12.977 17.018 14.926  0.075
H 15.184 10.651 15.715  0.048
H 18.282 8.130 14.068  0.112
H 10.787 7.064 8.256  0.092
H 19.158 8.929 15.404  0.105
H 16.400 12.913 16.805  0.027
C 10.570 6.550 16.678  -0.067
H 16.729 8.841 16.096  0.092
H 10.039 5.075 9.675  0.122
H 12.437 14.960 17.111  0.115
H 10.497 3.139 12.046  0.084
H 9.498 6.687 14.791  0.122
H 18.652 10.517 13.480  0.083
C 10.064 4.520 13.631  -0.337
C 14.386 5.359 14.758  -0.072
H 11.743 4.600 9.852  0.113
O 17.616 10.858 17.739  -0.192
H 18.981 12.373 17.680  0.109
H 21.846 6.092 14.763  0.082
C 15.688 8.551 15.962  -0.292
H 20.432 10.329 13.701  0.056
O 11.108 6.303 10.876  -0.183
H 9.837 5.331 12.926  0.113
H 14.317 6.472 16.669  0.131
H 17.750 12.131 19.256  0.119
C 19.243 8.606 14.339  -0.301
H 20.060 10.658 19.130  0.072
H 19.615 9.537 12.400  0.064
H 13.074 5.919 11.079  0.114
H 20.145 9.552 17.745  0.086
H 21.000 11.123 17.712  0.072
H 13.978 13.137 15.535  0.106
C 19.534 9.827 13.433  -0.055
C 20.104 10.630 18.041  -0.070
H 15.233 8.416 16.950  0.105
H 15.149 4.618 15.019  0.079
H 11.889 4.026 12.726  0.066
H 12.869 17.419 16.666  0.078
H 18.815 6.164 14.584  0.122
H 15.267 12.005 18.598  0.057
H 11.389 17.033 15.682  0.078
C 17.274 11.158 19.052  -0.304
H 20.892 5.328 13.517  0.079
H 13.902 9.558 15.125  0.063
C 14.987 9.718 15.194  -0.049
C 14.396 6.631 15.567  -0.268
C 12.456 16.781 15.866  -0.077
H 15.563 11.259 20.269  0.066
C 12.746 15.295 16.107  -0.302
C 18.936 11.327 17.390  -0.265
H 12.438 6.492 8.324  0.066
C 11.072 5.460 9.704  -0.280
H 20.946 4.522 15.116  0.094
C 15.741 11.208 19.206  -0.053
H 9.810 7.022 17.333  0.084
C 16.034 13.663 16.149  -0.054
O 20.212 7.622 14.222  -0.172
H 12.260 14.631 15.357  0.122
H 11.207 2.700 13.642  0.075
H 16.419 13.427 15.158  0.080
C 12.426 6.782 11.153  -0.278
H 12.732 7.500 10.410  0.111
H 12.008 6.521 13.228  0.065
C 12.417 7.283 12.556  -0.068
C 10.958 3.508 12.972  -0.063
C 9.849 5.910 15.491  -0.270
H 17.650 10.388 19.754  0.121
O 15.615 7.355 15.260  -0.175
O 14.143 15.159 15.970  -0.172
H 19.753 6.669 15.965  0.116
H 13.393 4.922 14.873  0.064
H 11.851 8.209 12.686  0.090
H 11.159 5.794 17.201  0.077

Output
Lowest unoccupied orbital energy   0.030 hartree
SMILES   CCOCC.CCOCC.CCOCC.CCOCC.CCOCC.CCOCC
HOMO-LUMO gap   10.26 eV
Energy relative to the best compared isomer or geometry (same formula, charge and spin)   0.0 kcal/mol
Molecular weight   444.7 g mol⁻¹

***

Record 5
Here is a 7-piece molecular cluster, C10H30F3NO8 overall in a non-equilibrium geometry from the Open Molecules 2025 dataset. Energies are from the ωB97M-V functional and the def2-TZVPD basis.

Last column: natural (NBO) charge in e.
Geometry (Å):
O -2.775 0.884 2.554  -0.790
H 2.165 2.321 -2.277  0.206
H -4.773 0.368 2.597  0.142
H 2.314 2.518 3.045  0.183
H -1.935 0.385 2.510  0.524
H 1.914 4.056 2.189  0.151
H -1.891 2.839 0.385  0.193
C 3.073 0.410 -2.950  -0.052
C -3.794 -0.089 2.447  -0.251
H -3.766 -0.636 1.497  0.157
H -1.032 -2.501 4.320  0.070
H 1.157 -0.796 2.888  0.103
H -0.185 0.709 -0.796  0.415
O -1.530 1.754 -1.351  -0.743
H -2.149 -1.862 0.636  0.519
C 2.518 1.818 -3.173  -0.617
H -2.655 -2.374 -2.094  0.165
H 3.306 2.373 -3.700  0.179
C 0.095 -1.061 3.100  -0.059
H 3.458 -1.911 -2.349  0.061
H 1.129 -0.412 -0.659  0.477
H 3.959 0.441 -2.300  0.148
F 0.365 -2.505 -3.370  -0.334
C -2.925 -1.860 -1.168  -0.247
H 1.042 0.984 0.290  0.410
H -0.200 -0.115 3.659  0.037
H 3.413 0.078 -3.939  0.154
C 1.709 -2.480 -3.408  0.911
N 0.489 0.262 -0.169  -0.974
O 1.977 -2.127 -1.049  -0.814
H -3.617 -0.855 3.211  0.183
O -2.436 -2.520 -0.023  -0.740
C 2.356 -1.768 -2.205  0.334
H 0.410 -1.726 5.103  0.045
H 0.754 2.646 2.257  0.206
H -3.191 2.906 -0.907  0.146
C 1.791 2.975 2.205  -0.262
H 0.001 -0.291 0.619  0.480
F 2.090 -3.779 -3.459  -0.348
O 0.744 -3.313 3.922  -0.973
H -1.966 1.630 -2.196  0.476
O 2.192 2.373 0.948  -0.733
F 2.072 -1.947 -4.615  -0.372
O 2.057 -0.341 -2.351  -0.605
H -4.013 -1.742 -1.087  0.132
C -2.427 2.311 -0.397  -0.253
C 0.026 -2.178 4.146  -0.050
H 2.933 2.898 0.637  0.463
H 1.725 1.746 -3.920  0.199
O -0.587 -1.116 1.883  -1.011
H -2.997 1.522 0.106  0.201
H -2.391 -0.901 -1.242  0.157

Output
Lowest unoccupied orbital energy   0.154 hartree
Charge   -2
HOMO-LUMO gap   3.03 eV
Energy relative to the best compared isomer or geometry (same formula, charge and spin)   0.0 kcal/mol
Molecular weight   349.3 g mol⁻¹

***

Record 6
Here is C31H33N6Rh as an isolated structure from the Open Molecules 2025 dataset. Energies are from the ωB97M-V functional and the def2-TZVPD basis.

Last column: Löwdin charge in e.
Geometry (Å):
H -3.202 0.711 -1.817  0.111
H 6.241 -0.593 -0.254  0.066
H -0.950 3.654 0.740  0.092
H -4.095 1.503 1.289  0.107
C 3.419 -1.452 1.447  -0.092
H -0.831 1.849 -0.841  0.084
C -3.589 3.925 -2.796  -0.119
H -4.529 -0.420 0.670  0.113
C 1.156 -2.183 0.643  -0.262
H 3.122 -4.095 0.771  0.084
H -3.408 4.233 0.574  0.108
C 3.050 -1.581 -0.913  -0.082
C 2.141 -4.472 1.043  -0.078
C 2.320 3.404 1.277  -0.196
H 0.655 -7.422 1.914  0.051
H 1.275 1.093 1.994  0.118
H -1.315 -5.871 2.032  0.077
C -0.210 -4.140 1.469  -0.102
C 0.759 -6.366 1.684  -0.191
C -3.307 2.384 -0.480  -0.223
H -0.380 1.443 1.476  0.082
C -3.562 4.530 -1.544  -0.103
N -2.015 -2.221 -0.677  -0.078
C -3.425 3.759 -0.402  -0.080
C -4.129 -3.028 -0.303  -0.106
C -3.331 1.785 -1.737  -0.030
H -5.159 -3.076 0.028  0.072
H 5.390 -0.869 2.067  0.079
C 4.733 -1.062 1.222  -0.146
C 1.998 -5.818 1.344  -0.175
Rh -0.432 -1.026 0.078  0.555
C 2.518 -1.727 0.391  -0.331
H -3.630 5.608 -1.463  0.089
N 0.436 3.538 -0.819  -0.079
H 2.136 3.546 -2.038  0.116
H 0.489 1.805 -2.016  0.121
C -3.245 -1.939 -0.138  -0.367
C 1.860 3.812 -1.015  -0.203
C -2.101 -3.459 -1.164  -0.211
N 2.713 3.058 -0.092  -0.087
H -1.240 -3.925 -1.616  0.093
H -3.481 2.073 -3.853  0.097
H 2.929 2.819 1.968  0.120
C -0.336 -5.484 1.749  -0.157
C 4.359 -1.182 -1.139  -0.147
C 2.431 1.614 -0.290  -0.163
C 5.221 -0.911 -0.075  -0.163
H 3.049 -1.559 2.461  0.101
C -3.387 -4.006 -0.964  -0.142
H 3.049 1.035 0.386  0.104
H 2.873 -6.466 1.307  0.071
N 1.017 1.287 -0.068  -0.105
N -2.578 0.240 0.566  -0.043
C 0.668 1.679 1.305  -0.174
C -3.118 1.566 0.791  -0.220
C 1.029 -3.549 1.039  -0.287
N 0.906 3.128 1.545  -0.086
H -1.065 -3.480 1.555  0.073
H -2.475 2.137 1.466  0.092
H -3.723 -4.989 -1.262  0.061
H 4.723 -1.080 -2.160  0.081
C -3.489 -0.659 0.410  -0.179
C 0.104 3.877 0.571  -0.188
H 0.270 4.949 0.723  0.114
C 0.217 2.081 -0.998  -0.172
H 2.696 1.349 -1.312  0.121
H -3.684 4.525 -3.694  0.089
C -3.478 2.554 -2.885  -0.089
H 2.041 4.883 -0.868  0.110
H 2.388 -1.793 -1.745  0.093
H 2.516 4.469 1.444  0.110

Output
Lowest unoccupied orbital energy (spin up / spin down)   0.162 / 0.162 hartree
Charge   -2
HOMO-LUMO gap (spin up / spin down)   2.81 / 2.93 eV
Energy relative to the best compared isomer or geometry (same formula, charge and spin)   33.4 kcal/mol
Molecular weight   592.6 g mol⁻¹

***

no.,electronic energy (a.u.)
1,-2229.31036
2,-3147.27641
3,-2934.18798
4,-1401.72905
5,-1355.09423
6,-1640.02631